{"formula": "C39H105O42P9", "method": "ωB97M-V with the def2-TZVPD basis set", "species": ["C", "O", "P", "O", "O", "C", "O", "C", "H", "H", "H", "H", "H", "H", "H", "H", "H", "C", "O", "P", "O", "O", "C", "O", "C", "H", "H", "H", "H", "H", "H", "H", "H", "H", "C", "O", "P", "O", "O", "C", "O", "C", "H", "H", "H", "H", "H", "H", "H", "H", "H", "C", "O", "P", "O", "O", "C", "O", "C", "H", "H", "H", "H", "H", "H", "H", "H", "H", "C", "O", "P", "O", "O", "C", "O", "C", "H", "H", "H", "H", "H", "H", "H", "H", "H", "C", "O", "P", "O", "O", "C", "O", "C", "H", "H", "H", "H", "H", "H", "H", "H", "H", "C", "O", "P", "O", "O", "C", "O", "C", "H", "H", "H", "H", "H", "H", "H", "H", "H", "C", "O", "P", "O", "O", "C", "O", "C", "H", "H", "H", "H", "H", "H", "H", "H", "H", "C", "O", "P", "O", "O", "C", "O", "C", "H", "H", "H", "H", "H", "H", "H", "H", "H", "C", "C", "O", "C", "C", "O", "H", "H", "H", "H", "H", "H", "H", "H", "C", "C", "O", "C", "C", "O", "H", "H", "H", "H", "H", "H", "H", "H", "C", "C", "O", "C", "C", "O", "H", "H", "H", "H", "H", "H", "H", "H"], "xyz": [[-9.07, 12.44, 0.72], [-10.33, 13.13, 0.88], [-10.47, 14.26, 1.98], [-11.86, 14.74, 2.13], [-9.76, 13.59, 3.28], [-10.55, 12.83, 4.20], [-9.42, 15.36, 1.50], [-9.05, 16.44, 2.33], [-8.37, 12.74, 1.50], [-8.63, 12.70, -0.25], [-9.24, 11.37, 0.69], [-10.14, 11.82, 4.24], [-11.58, 12.71, 3.88], [-10.51, 13.33, 5.17], [-7.97, 16.53, 2.28], [-9.33, 16.29, 3.38], [-9.49, 17.42, 2.13], [-10.92, 5.69, 2.01], [-10.71, 7.07, 2.25], [-9.48, 7.89, 1.62], [-9.25, 9.16, 2.32], [-9.95, 8.02, 0.10], [-9.16, 8.73, -0.84], [-8.27, 6.87, 1.59], [-7.66, 6.54, 2.85], [-11.70, 5.53, 1.26], [-11.30, 5.20, 2.91], [-10.04, 5.15, 1.66], [-8.58, 8.02, -1.44], [-8.46, 9.48, -0.45], [-9.75, 9.22, -1.62], [-6.70, 7.05, 2.92], [-7.49, 5.46, 2.80], [-8.27, 6.74, 3.73], [-11.03, 5.42, 9.35], [-11.13, 5.99, 8.07], [-10.66, 7.48, 7.74], [-9.45, 7.87, 8.47], [-10.55, 7.49, 6.14], [-11.63, 6.94, 5.39], [-11.93, 8.40, 8.04], [-11.78, 9.81, 7.91], [-10.25, 5.81, 10.00], [-10.72, 4.37, 9.26], [-12.00, 5.38, 9.84], [-11.57, 5.85, 5.33], [-11.59, 7.28, 4.35], [-12.62, 7.23, 5.73], [-12.62, 10.18, 7.33], [-10.89, 10.07, 7.33], [-11.81, 10.34, 8.86], [-10.78, 7.46, -6.72], [-10.49, 8.34, -5.63], [-9.02, 8.91, -5.36], [-8.81, 9.52, -4.04], [-8.03, 7.71, -5.64], [-8.05, 6.48, -4.93], [-8.73, 9.85, -6.62], [-9.18, 11.19, -6.71], [-11.69, 7.75, -7.24], [-10.96, 6.45, -6.37], [-9.95, 7.57, -7.43], [-8.69, 6.57, -4.06], [-7.05, 6.16, -4.65], [-8.48, 5.69, -5.55], [-8.39, 11.94, -6.84], [-9.88, 11.47, -5.93], [-9.76, 11.28, -7.64], [-8.07, 15.68, -1.82], [-8.99, 15.09, -2.74], [-8.60, 13.82, -3.63], [-7.75, 14.14, -4.79], [-7.93, 12.87, -2.52], [-7.12, 11.78, -2.90], [-10.00, 13.11, -3.95], [-11.00, 12.97, -2.96], [-7.12, 15.17, -1.79], [-8.55, 15.64, -0.84], [-7.99, 16.73, -2.08], [-7.19, 10.94, -2.22], [-6.05, 12.02, -2.87], [-7.26, 11.39, -3.91], [-11.94, 13.41, -3.30], [-10.72, 13.49, -2.04], [-11.20, 11.96, -2.61], [-11.91, 0.14, 4.61], [-12.71, 1.12, 3.95], [-12.40, 2.67, 4.08], [-11.87, 3.10, 5.37], [-11.46, 3.00, 2.82], [-11.78, 2.43, 1.56], [-13.83, 3.26, 3.67], [-14.11, 4.66, 3.81], [-11.05, 0.58, 5.12], [-11.49, -0.58, 3.91], [-12.52, -0.24, 5.43], [-10.86, 2.02, 1.13], [-12.12, 3.24, 0.90], [-12.52, 1.63, 1.55], [-14.82, 4.85, 4.62], [-14.52, 4.94, 2.84], [-13.20, 5.21, 4.05], [-12.50, 10.22, 1.18], [-12.50, 10.38, -0.22], [-13.83, 10.67, -1.05], [-13.56, 10.73, -2.49], [-14.83, 9.53, -0.55], [-16.08, 9.40, -1.20], [-14.40, 11.98, -0.33], [-13.78, 13.25, -0.52], [-13.34, 10.62, 1.75], [-11.60, 10.64, 1.63], [-12.42, 9.17, 1.47], [-16.03, 8.83, -2.13], [-16.54, 10.36, -1.45], [-16.78, 8.86, -0.56], [-13.12, 13.34, -1.38], [-13.22, 13.51, 0.37], [-14.55, 13.99, -0.71], [-6.68, 5.77, -1.13], [-7.05, 4.45, -0.74], [-8.25, 3.75, -1.55], [-8.21, 3.88, -3.01], [-9.55, 4.33, -0.80], [-10.79, 3.98, -1.41], [-8.22, 2.26, -0.98], [-7.06, 1.48, -1.03], [-5.60, 5.87, -1.25], [-6.81, 6.53, -0.36], [-7.27, 6.13, -1.97], [-11.06, 4.58, -2.28], [-11.62, 4.19, -0.73], [-10.83, 2.92, -1.66], [-6.56, 1.37, -0.06], [-6.29, 1.82, -1.72], [-7.27, 0.45, -1.31], [-8.01, 9.73, 5.31], [-6.74, 10.23, 5.65], [-5.40, 9.41, 5.43], [-4.95, 9.35, 4.03], [-4.31, 10.06, 6.41], [-4.05, 11.44, 6.45], [-5.65, 7.98, 6.09], [-5.81, 7.73, 7.46], [-7.97, 8.69, 4.97], [-8.46, 10.28, 4.48], [-8.72, 9.81, 6.14], [-4.25, 11.91, 7.41], [-4.53, 11.96, 5.61], [-2.98, 11.60, 6.27], [-6.83, 7.50, 7.77], [-5.51, 8.57, 8.10], [-5.13, 6.92, 7.74], [-8.37, 4.47, 6.54], [-8.69, 3.20, 5.78], [-8.05, 3.27, 4.51], [-8.36, 2.31, 3.62], [-7.55, 2.50, 2.36], [-9.03, 1.36, 3.86], [-8.91, 4.55, 7.48], [-8.55, 5.39, 5.99], [-7.33, 4.35, 6.85], [-8.28, 2.32, 6.28], [-9.75, 2.99, 5.68], [-6.50, 2.76, 2.52], [-7.95, 3.31, 1.75], [-7.63, 1.57, 1.81], [-15.69, 2.49, 1.22], [-15.50, 3.01, -0.20], [-14.67, 4.16, -0.24], [-15.15, 5.37, 0.09], [-14.11, 6.41, -0.27], [-16.21, 5.60, 0.60], [-14.78, 1.98, 1.55], [-16.42, 1.67, 1.20], [-15.97, 3.19, 2.00], [-15.10, 2.15, -0.74], [-16.46, 3.23, -0.67], [-13.42, 6.02, -1.01], [-13.53, 6.75, 0.60], [-14.66, 7.30, -0.59], [-3.52, 12.48, -1.39], [-3.84, 11.06, -0.97], [-4.79, 10.97, 0.07], [-5.40, 9.81, 0.30], [-6.33, 9.90, 1.49], [-5.21, 8.79, -0.32], [-4.37, 12.97, -1.88], [-2.71, 12.42, -2.11], [-3.30, 13.11, -0.52], [-4.16, 10.49, -1.85], [-2.90, 10.63, -0.61], [-6.61, 8.87, 1.69], [-7.24, 10.45, 1.27], [-5.74, 10.25, 2.33]], "mulliken_charge": [0.293, 0.241, 0.407, -0.836, -0.188, -0.363, -0.091, -0.951, 0.637, -0.340, -0.374, -0.110, 0.358, 0.311, 0.297, 0.359, 0.299, 0.959, 0.334, -0.015, -0.408, 0.056, 0.390, 0.827, -0.177, -0.564, -0.703, -0.215, -0.381, -0.432, 0.404, 0.454, -0.073, -0.333, -0.938, -0.315, 0.481, -0.744, 0.722, -0.863, -0.306, -0.513, 0.391, 0.273, 0.261, 0.267, 0.280, 0.477, 0.288, 0.096, 0.297, -0.794, -0.108, -0.246, 0.577, -0.343, -0.557, -0.386, -0.592, 0.262, 0.228, 0.376, 0.094, 0.345, 0.313, 0.292, 0.148, 0.345, -0.353, -0.375, 0.717, -0.775, 0.144, 0.064, -0.319, -0.484, 0.215, 0.029, 0.336, -0.104, -0.039, 0.067, 0.362, 0.196, 0.283, -0.660, -0.322, 0.049, -0.736, 0.642, 0.035, -0.221, 0.579, 0.192, 0.297, 0.312, 0.135, -0.477, 0.437, 0.355, -0.123, -0.667, -0.193, 0.880, 0.200, -0.670, -0.338, -0.865, -0.398, -0.289, 0.599, -0.135, -0.265, 0.289, 0.343, 0.269, -0.113, 0.207, 0.349, 0.301, -0.288, 0.498, -0.706, 0.753, -0.179, -0.264, -0.822, 0.321, -0.355, -0.109, 0.228, -0.555, 0.376, 0.263, 0.337, 0.319, 0.873, -0.416, 0.953, -0.582, -0.356, -0.670, -0.279, -0.574, -0.374, -0.337, 0.093, 0.267, 0.270, 0.260, 0.147, 0.325, 0.285, -1.045, 0.329, -0.107, 0.528, -0.630, -0.586, 0.250, -0.024, 0.474, 0.335, -0.187, 0.434, -0.115, 0.327, -0.680, -0.438, -0.238, 0.451, 0.909, -0.616, -0.049, 0.447, 0.243, 0.402, 0.359, 0.271, -0.345, -0.553, -1.104, -0.251, -0.332, 0.368, 0.832, -0.636, 0.149, 0.361, 0.358, 0.326, 0.399, -0.652, -0.418, 0.611], "multiplicity": 1, "homo_ev": -9.88, "smiles": "COP(=O)(OC)OC.COP(=O)(OC)OC.COP(=O)(OC)OC.COP(=O)(OC)OC.COP(=O)(OC)OC.COP(=O)(OC)OC.COP(=O)(OC)OC.COP(=O)(OC)OC.COP(=O)(OC)OC.CCOC(C)=O.CCOC(C)=O.CCOC(C)=O", "orbital_gap_ev": 10.3074, "total_charge": 0}